Entry 1:
A structure of composition C19H23HgN5S5Se. Source: OMol25; level of theory: the ωB97M-V functional and the def2-TZVPD basis.

CARTESIAN COORDINATES (ANGSTROEM)
Hg  0.74709  -0.77080  0.41399
C  -0.30079  5.04148  -0.79729
C  0.82344  4.01218  -0.72219
S  0.28295  2.39250  -0.12783
C  -0.12769  2.72094  1.61287
C  -1.62811  2.85905  1.87884
S  -2.69552  1.69150  0.99019
C  -2.92570  2.38015  -0.69368
C  -2.93585  3.90609  -0.83878
S  -1.65280  4.60176  -1.93134
H  0.10727  5.97396  -1.19065
H  -0.72808  5.25208  0.18373
H  1.64562  4.37289  -0.10108
H  1.20382  3.80902  -1.72368
H  0.40974  3.61991  1.91924
H  0.26536  1.87092  2.17045
H  -1.97348  3.86970  1.67841
H  -1.84167  2.64683  2.92715
H  -3.89599  1.97128  -0.97916
H  -2.16508  1.94236  -1.33338
H  -2.85926  4.42099  0.11390
H  -3.87091  4.22858  -1.29350
C  4.00417  1.51293  0.30882
C  4.34895  0.06654  0.17525
N  3.49411  -0.91266  0.19220
C  4.09692  -2.13947  0.03971
C  5.44529  -2.08259  -0.09976
S  5.97817  -0.46221  -0.03709
C  3.27155  -3.34871  0.03643
C  3.71798  -4.62972  -0.03630
S  2.40134  -5.71323  -0.02490
C  1.30811  -4.38883  0.07960
N  1.90363  -3.23180  0.10229
C  -0.17019  -4.59843  0.12898
H  2.93196  1.61911  0.46053
H  4.28605  2.05575  -0.59433
H  4.53855  1.96059  1.14680
H  6.14494  -2.89009  -0.24120
H  4.73202  -4.99009  -0.09030
H  -0.41237  -5.65777  0.07998
H  -0.64424  -4.08786  -0.70914
H  -0.57398  -4.18574  1.05409
Se  -2.86900  -2.34837  2.87191
N  -4.06403  -2.81665  1.67479
C  -3.55917  -2.51092  0.49305
C  -4.18190  -2.72054  -0.77258
C  -3.50472  -2.32392  -1.87748
C  -2.20793  -1.72977  -1.75912
N  -1.59530  -1.53623  -0.62797
C  -2.24561  -1.91240  0.51022
N  -1.69681  -1.75115  1.69885
H  -5.15558  -3.18904  -0.82329
H  -3.92787  -2.45547  -2.86367
H  -1.67942  -1.41470  -2.65256

Properties
LUMO (alpha / beta), eV: -3.91 / -4.40
Relative energy (zero: lowest compared OMol25 entry of this formula, charge and spin), kcal per mole: 12.28
Spin multiplicity: 2
Total charge: +1


Entry 2:
The molecule C19H23N3O2. Source: OMol25; level of theory: the ωB97M-V functional and the def2-TZVPD basis.

CARTESIAN COORDINATES (ANGSTROEM)
C  4.02475  2.65209  -0.72920
O  3.23601  1.93379  0.18388
C  1.86350  2.00968  0.07397
C  1.22962  2.64454  -0.97976
C  -0.15243  2.74499  -1.02820
C  -0.90540  2.21750  -0.00235
C  -0.28293  1.56046  1.04397
C  1.10036  1.41210  1.10441
N  1.73642  0.77400  2.17162
C  2.74602  -0.23070  1.90540
H  3.24004  -0.00441  0.96526
C  2.10837  -1.64778  1.87141
N  0.66125  -1.56895  1.93161
N  -0.21227  -1.44561  0.94294
C  -0.07659  -1.50908  -0.32428
C  -1.34299  -1.44083  -1.06843
C  -2.47468  -0.87224  -0.47733
C  -3.67219  -0.78481  -1.14937
C  -3.78074  -1.27914  -2.44644
C  -2.67375  -1.86822  -3.04066
C  -1.47277  -1.94672  -2.36003
H  -0.64131  -2.43419  -2.84632
H  -2.75324  -2.27178  -4.04277
O  -4.98000  -1.17190  -3.08726
H  -4.91051  -1.55765  -3.96862
H  -4.54062  -0.33652  -0.69266
H  -2.38933  -0.49477  0.52750
C  1.19896  -1.60850  -1.12957
H  1.01861  -1.26321  -2.14394
H  1.57336  -2.63255  -1.17297
H  1.96681  -0.96701  -0.70255
C  0.22662  -0.93912  3.16040
H  0.44202  -1.60972  3.99947
C  0.97569  0.41425  3.34672
H  0.28727  1.22133  3.59558
H  1.69646  0.32389  4.16671
H  -0.85178  -0.80137  3.09182
H  2.41416  -2.21605  2.75727
H  2.41573  -2.21060  0.99414
H  3.49614  -0.17733  2.70255
H  -0.90015  1.13902  1.81880
H  -1.98144  2.29650  -0.01680
H  -0.62314  3.24251  -1.86203
H  1.81029  3.08245  -1.77620
H  5.05222  2.52335  -0.39022
H  3.77476  3.71776  -0.72798
H  3.93132  2.25808  -1.74744

Properties
LUMO, eV: 0.79
SMILES: COc1ccccc1N1CCN(/N=C(\C)c2ccc(O)cc2)CC1
Relative energy (zero: lowest compared OMol25 entry of this formula, charge and spin), kcal per mole: 93.35
Total charge: 0


Entry 3:
The molecule C19H23N3O3S2 in a non-equilibrium geometry. Source: OMol25; level of theory: the ωB97M-V functional and the def2-TZVPD basis.

CARTESIAN COORDINATES (ANGSTROEM)
C  -2.54821  -3.55709  -0.04878
H  -3.17246  -3.67379  -0.92966
H  -1.57582  -4.00975  -0.21888
H  -3.01052  -4.00173  0.82810
S  -2.21608  -1.79844  0.23743
C  -3.83438  -1.05234  0.23011
C  -4.99579  -1.79903  0.33035
C  -6.23194  -1.17472  0.32856
C  -6.31202  0.20216  0.23416
C  -5.15898  0.96077  0.14005
C  -3.91175  0.34821  0.13794
N  -2.72158  1.06920  0.04404
C  -2.52283  2.41602  0.05276
O  -3.39988  3.25346  0.08933
C  -1.07401  2.79312  -0.01882
C  -0.05652  1.99387  0.49250
C  1.25355  2.41072  0.37636
C  1.58572  3.60897  -0.22348
C  0.57153  4.42260  -0.70769
C  -0.74649  4.01658  -0.60216
H  -1.55003  4.63739  -0.96948
H  0.81074  5.36980  -1.16627
H  2.62594  3.88571  -0.29381
S  2.51029  1.31353  1.03059
O  2.27040  1.10668  2.42772
O  3.80108  1.80319  0.62851
N  2.05772  -0.09095  0.22729
C  2.53424  -0.16884  -1.13614
C  3.97696  -0.66898  -1.21031
N  4.09307  -1.94452  -0.52025
C  5.42768  -2.49016  -0.64598
H  5.46355  -3.45735  -0.14679
H  5.65372  -2.63364  -1.70166
H  6.19690  -1.83727  -0.20648
C  3.70774  -1.78931  0.87273
C  2.25456  -1.32909  0.95108
H  1.96552  -1.14541  1.98553
H  1.59499  -2.08097  0.50784
H  3.81693  -2.75375  1.37416
H  4.34004  -1.04549  1.39052
H  4.25719  -0.81412  -2.25655
H  4.63728  0.09416  -0.76666
H  2.45742  0.82910  -1.57130
H  1.87409  -0.85301  -1.67825
H  -0.24140  1.06311  1.00646
H  -1.89553  0.49080  -0.03380
H  -5.21022  2.03410  0.07091
H  -7.27323  0.69208  0.23479
H  -7.12700  -1.77290  0.40594
H  -4.95219  -2.87269  0.41745

Properties
LUMO, eV: 0.28
SMILES: CSc1ccccc1NC(=O)c1cccc(S(=O)(=O)N2CCN(C)CC2)c1
Relative energy (zero: lowest compared OMol25 entry of this formula, charge and spin), kcal per mole: 12.17
Total charge: 0


Which formula does entry 1 have? C19H23HgN5S5Se


What is the total charge in the third record? 0


Look up the relative energy (zero: lowest compared OMol25 entry of this formula, charge and spin) of the first one. 12.28 kcal per mole